ORCA calculation (wB97M-V/def2-TZVPD) on a molecular structure, C34H44BF3N7NiS.

CARTESIAN COORDINATES (ANGSTROEM)
1 Ni 0.36 0.07 -0.37
2 C -1.33 2.65 -4.52
3 C -0.37 2.53 -3.38
4 C 0.89 3.08 -3.26
5 C 1.35 2.68 -2.00
6 N 0.42 1.94 -1.41
7 N -0.63 1.83 -2.26
8 B -1.96 1.18 -1.78
9 N -2.16 1.53 -0.29
10 N -1.29 1.13 0.69
11 C -1.82 1.53 1.84
12 C -3.03 2.20 1.61
13 C -3.21 2.17 0.25
14 C -4.34 2.72 -0.56
15 C -1.21 1.29 3.21
16 C -2.20 0.46 4.04
17 C -0.99 2.65 3.89
18 C 0.12 0.56 3.14
19 N -1.97 -0.36 -1.92
20 N -1.40 -1.14 -0.96
21 C -1.58 -2.40 -1.32
22 C -2.31 -2.46 -2.52
23 C -2.53 -1.14 -2.87
24 C -3.22 -0.61 -4.08
25 C -1.11 -3.56 -0.47
26 C -0.18 -3.08 0.64
27 C -0.35 -4.55 -1.36
28 C -2.33 -4.25 0.14
29 C 2.68 2.97 -1.35
30 C 3.19 4.33 -1.83
31 C 3.67 1.87 -1.75
32 C 2.54 3.01 0.17
33 H -0.92 3.32 -5.28
34 H -2.30 3.03 -4.20
35 H -1.50 1.68 -5.00
36 H 1.39 3.70 -3.99
37 H -2.85 1.63 -2.43
38 H -3.69 2.64 2.34
39 H -5.06 3.21 0.11
40 H -4.86 1.94 -1.11
41 H -3.99 3.46 -1.28
42 H -3.17 0.97 4.13
43 H -1.80 0.30 5.04
44 H -2.37 -0.51 3.57
45 H -1.93 3.21 3.98
46 H -0.30 3.26 3.31
47 H -0.58 2.51 4.89
48 H 0.03 -0.40 2.63
49 H 0.48 0.38 4.15
50 H 0.87 1.13 2.60
51 H -2.62 -3.33 -3.06
52 H -3.78 -1.42 -4.56
53 H -2.51 -0.23 -4.81
54 H -3.92 0.19 -3.83
55 H 0.71 -2.59 0.25
56 H 0.15 -3.95 1.23
57 H -0.69 -2.39 1.32
58 H 0.52 -4.09 -1.84
59 H -1.00 -4.94 -2.16
60 H -0.01 -5.40 -0.76
61 H -2.91 -3.55 0.74
62 H -2.02 -5.08 0.78
63 H -2.99 -4.65 -0.64
64 H 3.41 4.32 -2.90
65 H 4.11 4.58 -1.30
66 H 2.46 5.11 -1.64
67 H 3.79 1.83 -2.84
68 H 3.31 0.89 -1.42
69 H 4.64 2.05 -1.29
70 H 1.82 3.77 0.48
71 H 3.51 3.25 0.62
72 H 2.22 2.05 0.58
73 F 9.35 -1.64 1.45
74 C 8.54 -1.50 2.52
75 F 9.09 -0.54 3.29
76 F 8.67 -2.65 3.22
77 C 7.13 -1.22 2.14
78 C 6.34 -0.42 2.96
79 C 5.01 -0.20 2.63
80 C 4.45 -0.78 1.48
81 C 5.27 -1.58 0.67
82 C 6.59 -1.80 1.00
83 C 3.09 -0.54 1.12
84 C 1.96 -0.32 0.74
85 H 6.76 0.04 3.84
86 H 4.39 0.43 3.25
87 H 4.84 -2.01 -0.23
88 H 7.21 -2.41 0.36
89 S 2.67 -2.78 -3.42
90 C 1.84 -1.62 -2.61
91 N 1.24 -0.79 -2.03

Values from the calculation:
orbital gap (spin up / spin down) = 0.26994 / 0.27004 Ha
multiplicity = 3
expectation value of S² = 2.01
DFT total energy = -3936.45214 hartree
HOMO level (spin up / spin down) = -0.183 / -0.183 hartree
ΔE to the lowest compared entry with this formula, charge and spin = 7.6 kJ/mol
net charge = -1
max |F| = 0.59 eV/A